[1]
A cluster of 2 separate species, C2H5NO4 in total in a non-equilibrium geometry. Source: OMol25; level of theory: the ωB97M-V functional and the def2-TZVPD basis.

Summary:
Strongest force on any atom: 0.0350 hartree/bohr
2S+1: 1
HOMO level: -10.85 eV
Energy relative to the best compared isomer or geometry (same formula, charge and spin): 0.843 eV
Calculated total energy: -11835.949 eV

Positions of all 12 atoms, in Å:
O (0.446, 1.784, 0.663)
C (-0.574, 1.155, 0.919)
N (-0.670, -0.179, 0.732)
C (0.287, -1.076, 0.165)
O (1.477, -0.562, 0.002)
O (-0.001, -2.234, 0.098)
H (-1.458, 1.666, 1.326)
H (-1.573, -0.609, 0.841)
H (1.521, 0.413, -0.032)
H (-0.845, 0.479, -2.841)
H (-0.336, 1.526, -1.815)
O (-0.685, 0.630, -1.904)

=====

[2]
A structure of composition C3H3NO. Source: OMol25; level of theory: the ωB97M-V functional and the def2-TZVPD basis.

Summary:
Strongest force on any atom: 0.0104 hartree/bohr
2S+1: 1
HOMO level: -10.17 eV
Energy relative to the best compared isomer or geometry (same formula, charge and spin): 2.952 eV
Calculated total energy: -6693.540 eV

Positions of all 8 atoms, in Å:
N (0.807, 0.192, -1.292)
C (0.284, 0.488, -0.136)
O (0.631, 1.686, 0.160)
C (-0.542, -0.346, 0.701)
C (-1.226, -1.067, 1.378)
H (0.694, -0.688, -1.780)
H (1.184, 1.442, -1.012)
H (-1.834, -1.707, 1.982)

=====

[3]
A cluster of 3 separate species, C5H12O in total in a non-equilibrium geometry. Source: OMol25; level of theory: the ωB97M-V functional and the def2-TZVPD basis.

Summary:
Strongest force on any atom: 0.0335 hartree/bohr
2S+1: 2
HOMO level (alpha / beta): -13.13 / -15.28 eV
Energy relative to the best compared isomer or geometry (same formula, charge and spin): 4.333 eV
Calculated total energy: -7413.960 eV
Net charge: +1

Positions of all 18 atoms, in Å:
C (-0.183, 0.844, -1.570)
C (0.207, 1.503, -0.291)
C (0.517, 0.447, 0.755)
C (1.698, -0.256, 0.675)
C (-0.444, 0.148, 1.699)
H (0.598, 0.217, -2.015)
H (-0.951, -0.014, -1.152)
H (-0.688, 1.426, -2.337)
H (0.945, 2.306, -0.407)
H (-0.635, 2.074, 0.123)
H (1.921, -1.120, 1.283)
H (2.486, 0.072, 0.012)
H (-1.679, -0.385, -0.601)
H (-0.315, -0.694, 2.370)
H (-1.239, 0.874, 1.829)
H (-0.198, -3.035, -0.393)
H (-1.019, -1.730, 0.076)
O (-1.022, -2.677, -0.055)

=====

[4]
A structure of composition C16H23CoN2OS5. Source: OMol25; level of theory: the ωB97M-V functional and the def2-TZVPD basis.

Summary:
Strongest force on any atom: 0.0089 hartree/bohr
2S+1: 4
HOMO level (alpha / beta): -10.55 / -10.50 eV
Energy relative to the best compared isomer or geometry (same formula, charge and spin): 0.000 eV
Calculated total energy: -113792.542 eV
Net charge: +1

Positions of all 48 atoms, in Å:
Co (-1.074, 1.215, -0.868)
S (-0.177, 3.409, -1.309)
C (-0.708, 3.400, 0.327)
N (-1.304, 2.315, 0.792)
C (-1.639, 2.421, 2.139)
C (-2.267, 1.453, 2.915)
C (-2.531, 1.738, 4.242)
C (-2.182, 2.971, 4.797)
C (-1.560, 3.941, 4.032)
C (-1.291, 3.651, 2.700)
S (-0.527, 4.657, 1.492)
H (-2.544, 0.501, 2.477)
H (-3.021, 0.997, 4.862)
H (-2.402, 3.172, 5.839)
H (-1.292, 4.900, 4.461)
S (-2.877, 0.849, -2.338)
C (-3.184, -0.791, -2.102)
N (-3.629, -1.602, -3.040)
C (-3.687, -3.029, -2.722)
C (-3.820, -3.105, -1.206)
S (-2.991, -1.603, -0.586)
H (-3.738, -1.257, -3.983)
H (-2.770, -3.511, -3.063)
H (-4.536, -3.492, -3.220)
H (-3.341, -3.990, -0.796)
H (-4.858, -3.074, -0.886)
C (4.175, -3.321, -2.016)
C (3.697, -1.876, -2.131)
C (2.417, -1.657, -1.328)
S (1.616, -0.112, -1.774)
O (0.261, -0.208, -1.050)
C (2.591, 1.109, -0.858)
C (2.262, 1.272, 0.625)
C (2.871, 0.243, 1.577)
H (5.073, -3.478, -2.611)
H (3.410, -4.016, -2.370)
H (4.410, -3.576, -0.980)
H (3.525, -1.620, -3.180)
H (4.480, -1.206, -1.768)
H (2.594, -1.665, -0.256)
H (1.664, -2.413, -1.561)
H (2.401, 2.043, -1.388)
H (3.634, 0.826, -1.035)
H (1.179, 1.297, 0.752)
H (2.608, 2.272, 0.893)
H (2.302, -0.687, 1.596)
H (2.876, 0.630, 2.596)
H (3.906, 0.011, 1.311)

=====

[5]
An isolated molecule of C7H7ClS in a non-equilibrium geometry. Source: OMol25; level of theory: the ωB97M-V functional and the def2-TZVPD basis.

Summary:
Strongest force on any atom: 0.0527 hartree/bohr
2S+1: 1
HOMO level: -8.59 eV
Energy relative to the best compared isomer or geometry (same formula, charge and spin): 0.034 eV
Calculated total energy: -30729.035 eV

Positions of all 16 atoms, in Å:
C (-0.755, -1.939, -0.064)
C (0.316, -1.643, -0.819)
C (-0.895, 0.296, 0.917)
C (-1.346, -0.958, 0.805)
C (1.007, -0.366, -0.710)
C (0.438, 0.706, 0.156)
C (0.564, 2.159, -0.219)
S (1.912, -0.096, 0.869)
Cl (-2.761, -1.450, 1.677)
H (-1.224, -2.907, -0.120)
H (0.714, -2.368, -1.512)
H (-1.354, 1.046, 1.532)
H (1.599, -0.058, -1.566)
H (0.312, 2.301, -1.270)
H (1.582, 2.509, -0.057)
H (-0.107, 2.768, 0.382)

=====

[6]
A cluster of 2 separate species, C10H17NSi in total in a non-equilibrium geometry. Source: OMol25; level of theory: the ωB97M-V functional and the def2-TZVPD basis.

Summary:
Strongest force on any atom: 0.0885 hartree/bohr
2S+1: 1
HOMO level: -8.24 eV
Energy relative to the best compared isomer or geometry (same formula, charge and spin): 3.592 eV
Calculated total energy: -20009.864 eV

Positions of all 29 atoms, in Å:
C (-5.573, 2.705, -0.372)
C (-4.609, 2.317, 0.571)
C (-5.365, 2.312, -1.680)
C (-3.468, 1.743, 0.161)
C (-4.273, 1.529, -2.038)
C (-3.288, 1.325, -1.155)
C (2.844, -0.169, 2.099)
C (4.775, -1.523, 0.965)
C (-0.666, 0.371, -2.942)
C (3.253, -1.502, 1.335)
N (2.454, -1.505, 0.116)
Si (-1.654, 0.328, -1.491)
H (-6.450, 3.362, 0.083)
H (-4.729, 2.537, 1.638)
H (-5.995, 2.584, -2.485)
H (-2.572, 1.525, 0.894)
H (-4.273, 1.029, -3.019)
H (1.823, -0.049, 1.785)
H (3.128, -0.343, 3.115)
H (3.275, 0.655, 1.514)
H (4.819, -2.275, 0.303)
H (5.319, -1.588, 1.890)
H (4.899, -0.654, 0.396)
H (-0.630, 1.211, -3.699)
H (0.079, -0.462, -3.024)
H (2.808, -2.182, -0.528)
H (2.877, -2.310, 2.015)
H (2.520, -0.558, -0.425)
H (-1.507, -0.642, -0.452)